# 1
{"formula": "C24H20N4O2", "method": "ωB97M-V/def2-TZVPD", "mol_weight_da": 396.45, "gap_ha": 0.2880, "charge": 0, "smiles": "C[C@@H](Nc1c(C#N)cnc2cc(-c3ccc(-n4ccoc4=O)cc3)ccc12)C1CC1", "e_above_lowest_kj_mol": 0.0, "species": ["N", "O", "C", "N", "O", "C", "C", "C", "C", "C", "C", "C", "C", "C", "C", "C", "C", "C", "C", "C", "C", "C", "C", "N", "N", "C", "C", "C", "C", "C", "H", "H", "H", "H", "H", "H", "H", "H", "H", "H", "H", "H", "H", "H", "H", "H", "H", "H", "H", "H"], "coordinates": [[-0.64038, 0.38301, -6.10938], [0.20817, 2.45805, 7.65947], [-0.92141, 0.60174, -5.00190], [-1.75519, 2.36780, -1.83658], [-1.46256, 2.22722, 9.21676], [-0.92033, 2.10275, 7.99452], [-2.70344, 1.64205, 9.20425], [-2.95387, 1.20931, 7.93939], [-1.58893, 2.05584, -3.14283], [-2.27251, 0.08110, 3.79713], [-1.18073, 2.20438, 3.49798], [-2.27178, 0.26640, 5.18988], [-1.20620, 2.37340, 4.88333], [-1.29727, -0.56063, 1.05732], [-1.18881, 0.82216, -3.60629], [-1.66687, 1.03551, 2.91861], [-1.52532, 0.75234, 1.43318], [-1.77537, 1.43241, 5.73680], [-1.57915, 1.72553, 0.42225], [-1.13411, -0.89604, -0.29106], [-1.01041, -0.19982, -2.66445], [-1.49631, 1.41376, -0.94900], [-1.18501, 0.08224, -1.30764], [-1.84395, 1.56119, 7.14350], [-0.57580, -1.45059, -3.07583], [2.19390, -4.08200, -3.55539], [1.35820, -3.59568, -4.72434], [1.83300, -0.96878, -3.16344], [0.85190, -3.42220, -3.31374], [0.75316, -1.97701, -2.73048], [-3.37390, 1.50983, 10.08027], [-3.83132, 0.67328, 7.58575], [-1.78369, 2.84372, -3.86438], [-2.67057, -0.85433, 3.42331], [-0.72342, 2.97004, 2.85860], [-2.71888, -0.47142, 5.83177], [-0.72323, 3.22516, 5.27955], [-1.19734, -1.32437, 1.78004], [-1.67234, 2.76298, 0.71454], [-1.00373, -1.95868, -0.52793], [-0.87713, -1.72365, -4.03804], [2.30842, -5.19028, -3.41964], [3.10252, -3.52510, -3.30970], [1.74236, -2.75570, -5.32644], [0.88506, -4.35965, -5.35110], [2.84382, -1.32226, -3.01293], [1.68696, -0.69314, -4.20211], [1.73947, -0.05668, -2.56607], [-0.02648, -4.03240, -2.99475], [0.85415, -2.08852, -1.65040]]}

# 2
{"formula": "C24H20N4ReS", "method": "ωB97M-V/def2-TZVPD", "spin_multiplicity": 4, "mol_weight_da": 582.73, "gap_ha": [0.2150, 0.2169], "charge": 2, "species": ["Re", "C", "C", "C", "C", "C", "C", "C", "C", "C", "S", "C", "N", "H", "H", "H", "H", "H", "H", "H", "H", "C", "C", "C", "C", "C", "C", "N", "N", "C", "C", "C", "C", "C", "C", "H", "H", "H", "H", "H", "H", "H", "H", "H", "C", "C", "N", "H", "H", "H"], "coordinates": [[-0.47897, 0.86721, 0.76009], [0.14520, 2.16442, -2.46415], [-0.44353, 0.79430, -2.34444], [-0.41290, -0.14114, -3.33656], [-0.91290, -1.47456, -3.14734], [-1.50466, -1.80643, -1.98755], [-2.25297, -3.00397, -1.53957], [-2.80451, -2.89638, 0.60915], [-2.33368, -1.61427, 1.28850], [-3.15290, -0.48742, 0.74362], [-2.92689, 1.09448, 1.27651], [-1.64908, -0.79350, -0.94131], [-1.01397, 0.45597, -1.14298], [0.32904, 2.42134, -3.50424], [1.10345, 2.21459, -1.93647], [-0.52767, 2.90873, -2.03402], [-0.00734, 0.14306, -4.29835], [-0.83147, -2.19271, -3.95451], [-2.47841, -3.72013, -2.32307], [-3.41032, -3.52805, 1.25197], [-2.17701, -1.64039, 2.36286], [5.16167, 1.10060, 1.96420], [4.92303, -0.26984, 1.98477], [3.67955, -0.77172, 1.65103], [2.66151, 0.10992, 1.29591], [2.89668, 1.47563, 1.27025], [4.14678, 1.97265, 1.60343], [1.34713, -0.37408, 0.95121], [1.28545, -1.61181, 0.73475], [0.01533, -2.07853, 0.47401], [-0.26877, -3.34879, 0.14423], [-1.68776, -3.66380, -0.18535], [-3.44707, -2.39728, -0.71180], [-3.30740, -0.85771, -0.64552], [-1.10242, -1.11820, 0.50482], [6.13775, 1.48560, 2.22800], [5.71287, -0.95204, 2.26782], [3.48818, -1.83451, 1.67606], [2.11718, 2.15729, 0.96145], [4.33087, 3.03836, 1.57689], [0.51006, -4.09870, 0.05565], [-1.85930, -4.73579, -0.19391], [-4.44962, -2.73789, -0.94796], [-3.89130, -0.23170, -1.31144], [-0.09768, 5.48005, 1.64273], [-0.12937, 4.05552, 1.37270], [-0.16255, 2.92636, 1.16227], [-1.02002, 5.94080, 1.28874], [0.75282, 5.93040, 1.13051], [-0.00210, 5.64405, 2.71640]]}

# 3
{"formula": "C24H21AsINO2RhS", "method": "ωB97M-V/def2-TZVPD", "mol_weight_da": 692.24, "gap_ha": 0.2974, "charge": 1, "species": ["Rh", "O", "N", "C", "C", "C", "C", "C", "S", "H", "H", "H", "H", "O", "As", "C", "C", "C", "C", "C", "C", "C", "C", "C", "C", "C", "C", "C", "C", "C", "C", "C", "C", "H", "H", "H", "H", "H", "H", "H", "H", "H", "H", "H", "H", "H", "H", "H", "I", "C", "H", "H"], "coordinates": [[-1.31824, -1.81591, -1.75834], [-0.93793, 0.11006, -1.99902], [-0.32452, 0.45002, -3.15489], [0.05372, 1.74358, -3.25593], [0.65941, 2.19220, -4.39348], [0.86663, 1.29374, -5.44584], [0.45198, -0.00694, -5.32102], [-0.16902, -0.44747, -4.14347], [-0.71706, -2.07306, -3.90859], [-0.16957, 2.33813, -2.38246], [0.96124, 3.22627, -4.46111], [1.34343, 1.62410, -6.35810], [0.58624, -0.72413, -6.11799], [-1.19928, -1.64025, 0.31446], [-0.24142, -0.55686, 1.15168], [-0.79462, 1.26020, 0.90690], [-2.12085, 1.56980, 1.19218], [-2.58515, 2.85993, 0.98634], [-1.72602, 3.83635, 0.50066], [-0.40422, 3.52373, 0.21306], [0.06385, 2.23174, 0.40853], [-0.37680, -0.99506, 3.00286], [-0.05438, -2.29484, 3.38368], [-0.16549, -2.66160, 4.71405], [-0.59446, -1.73442, 5.65603], [-0.90741, -0.43865, 5.27389], [-0.79921, -0.06240, 3.94204], [1.57233, -0.77573, 0.57871], [2.58955, 0.01465, 1.10516], [3.89155, -0.16296, 0.66338], [4.17408, -1.12684, -0.29653], [3.16170, -1.92769, -0.80467], [1.85767, -1.75841, -0.36155], [-2.79518, 0.80632, 1.56335], [-3.61547, 3.10381, 1.20734], [-2.08806, 4.84423, 0.34719], [0.26526, 4.28746, -0.16132], [1.09179, 1.99040, 0.16871], [0.27577, -3.01839, 2.64765], [0.08090, -3.66989, 5.01792], [-0.68421, -2.02564, 6.69403], [-1.23642, 0.28144, 6.01076], [-1.03607, 0.95215, 3.64774], [2.37697, 0.75773, 1.86553], [4.68693, 0.44515, 1.07263], [5.19071, -1.25983, -0.64147], [3.38576, -2.68957, -1.53930], [1.06951, -2.40523, -0.73520], [-2.81151, -4.07025, -1.82198], [-3.25569, -1.98119, -1.75050], [-3.72375, -1.76067, -0.79623], [-3.80496, -1.65928, -2.62744]]}

# 4
{"formula": "C24H21AuN2O2PS2", "method": "ωB97M-V/def2-TZVPD", "mol_weight_da": 661.52, "gap_ha": [0.1916, 0.1916], "charge": 1, "species": ["Au", "S", "C", "S", "C", "C", "N", "C", "N", "C", "C", "O", "H", "H", "H", "H", "H", "H", "O", "P", "C", "C", "C", "C", "C", "C", "C", "C", "C", "C", "C", "C", "C", "C", "C", "C", "C", "C", "H", "H", "H", "H", "H", "H", "H", "H", "H", "H", "H", "H", "H", "H", "H"], "coordinates": [[1.46324, -2.43530, -1.09952], [1.28314, -4.23700, 0.63468], [-0.38776, -3.86040, 0.63108], [-0.88946, -2.86700, -0.68102], [-1.27016, -4.25330, 1.62948], [-2.54896, -3.67360, 1.67798], [-3.55536, -3.12410, 1.71318], [-0.87466, -5.14310, 2.64128], [-0.54046, -5.87970, 3.45568], [5.39904, -0.41950, -2.33372], [3.94274, -0.60860, -1.94992], [3.67394, -1.96090, -1.55132], [5.53904, 0.57710, -2.74092], [5.69064, -1.14110, -3.09122], [6.05404, -0.53120, -1.47162], [3.27844, -0.42140, -2.79552], [3.67144, 0.06810, -1.13182], [4.32634, -2.21550, -0.88332], [0.74684, -0.21810, -1.12292], [-0.29496, 0.54030, -0.35912], [-1.95086, 0.46450, -1.10252], [-2.13976, 1.16530, -2.28932], [-3.37806, 1.14660, -2.90602], [-4.42286, 0.42670, -2.34102], [-4.22696, -0.28980, -1.17162], [-2.99276, -0.26940, -0.54312], [0.21554, 2.28520, -0.33422], [1.55684, 2.53750, -0.58192], [2.03074, 3.83570, -0.53822], [1.16324, 4.87440, -0.24592], [-0.17716, 4.61820, -0.00182], [-0.66146, 3.32150, -0.04612], [-0.43386, 0.02900, 1.37538], [0.44754, -0.91760, 1.87968], [0.34584, -1.33320, 3.19478], [-0.61456, -0.76680, 4.01938], [-1.47696, 0.20230, 3.52678], [-1.39666, 0.59680, 2.20518], [-1.31376, 1.71710, -2.71872], [-3.53656, 1.70090, -3.81822], [-5.39326, 0.42820, -2.81392], [-5.03736, -0.85390, -0.73662], [-2.84736, -0.82190, 0.37408], [2.21324, 1.71490, -0.81982], [3.07344, 4.03120, -0.73372], [1.53154, 5.88850, -0.21142], [-0.85186, 5.42940, 0.22258], [-1.70856, 3.12110, 0.12978], [1.21624, -1.31950, 1.22888], [1.01604, -2.08560, 3.58268], [-0.67936, -1.07170, 5.05218], [-2.20686, 0.65520, 4.17848], [-2.07036, 1.34350, 1.81318]]}

# 5
{"formula": "C24H21BrClIrN2O5", "method": "ωB97M-V/def2-TZVPD", "mol_weight_da": 725.02, "gap_ha": [0.2567, 0.2628], "charge": 0, "species": ["Ir", "O", "C", "C", "C", "C", "C", "C", "C", "O", "N", "N", "C", "C", "Br", "C", "C", "C", "C", "C", "C", "C", "H", "H", "H", "H", "H", "H", "H", "H", "H", "H", "H", "H", "H", "H", "C", "O", "H", "H", "H", "Cl", "C", "C", "C", "C", "C", "C", "C", "O", "O", "H", "H", "H", "H"], "coordinates": [[0.93355, -1.12569, -1.41736], [0.28887, 1.88765, -4.55049], [-0.39795, 2.58954, -3.61685], [-0.39982, 3.97372, -3.75220], [-1.08312, 4.76692, -2.85002], [-1.77727, 4.18891, -1.79542], [-1.77788, 2.81058, -1.66299], [-1.10450, 1.99264, -2.56512], [-1.15192, 0.48303, -2.45297], [0.09619, -0.08630, -2.74822], [-1.54866, 0.06093, -1.10300], [-1.02752, -1.17120, -0.74098], [-1.52382, -1.69652, 0.32408], [-1.33168, -3.05937, 0.78436], [-0.46457, -4.30999, -0.34406], [-1.77252, -3.51105, 1.96967], [-2.79193, -2.93433, 2.86454], [-2.73918, -3.26685, 4.21887], [-3.68108, -2.78296, 5.11129], [-4.71308, -1.97419, 4.65806], [-4.79517, -1.65706, 3.30928], [-3.84662, -2.13534, 2.42027], [0.47592, 0.99762, -4.20992], [0.16160, 4.40324, -4.57105], [-1.06001, 5.84335, -2.96019], [-2.30765, 4.80296, -1.08068], [-2.31091, 2.36824, -0.83129], [-1.87326, 0.09200, -3.18528], [-2.53592, 0.13966, -0.90323], [-2.15271, -1.06042, 0.94033], [-1.32572, -4.43639, 2.31769], [-1.93253, -3.89803, 4.57249], [-3.61345, -3.03881, 6.16022], [-5.46506, -1.61314, 5.34694], [-5.61238, -1.04837, 2.94514], [-3.96706, -1.94061, 1.36278], [2.84954, -2.90616, -0.17363], [1.66959, -2.12373, -0.05130], [3.51652, -2.51225, -0.93870], [2.55892, -3.92445, -0.43738], [3.35364, -2.92176, 0.79296], [4.77183, 3.19452, 2.95782], [4.38914, 2.33775, 1.49215], [5.35977, 2.18533, 0.51602], [5.04327, 1.50383, -0.64608], [3.77479, 0.95989, -0.84454], [2.81493, 1.14771, 0.14350], [3.11525, 1.83086, 1.31334], [3.58425, 0.19439, -2.13771], [4.31329, 0.43901, -3.07130], [2.71650, -0.79983, -2.20990], [6.34774, 2.59832, 0.66507], [5.78007, 1.38154, -1.42757], [1.80304, 0.79190, 0.01123], [2.36675, 1.96880, 2.08135]]}

# 6
{"formula": "C24H21F4N3O4Pt", "method": "ωB97M-V/def2-TZVPD", "mol_weight_da": 686.52, "gap_ha": 0.2647, "charge": 0, "e_above_lowest_kj_mol": 17.2, "species": ["Pt", "C", "N", "C", "C", "C", "N", "C", "C", "F", "C", "F", "C", "C", "F", "C", "F", "H", "H", "H", "H", "H", "H", "H", "H", "H", "H", "H", "O", "C", "O", "C", "O", "O", "C", "C", "C", "C", "C", "C", "N", "C", "C", "C", "C", "C", "C", "H", "H", "H", "H", "H", "H", "H", "H", "H", "H"], "coordinates": [[-0.31985, -0.04683, 0.03829], [0.15687, 0.98422, -2.62886], [-0.48449, 1.42603, -1.36201], [0.07479, 2.74571, -0.99829], [-1.94949, 1.51200, -1.61806], [-2.68517, 1.64384, -0.31995], [-2.28996, 0.53460, 0.54806], [-3.03548, 0.40499, 1.68899], [-2.99608, -0.75401, 2.48966], [-2.19374, -1.77663, 2.12350], [-3.75826, -0.95549, 3.61711], [-3.62487, -2.12296, 4.26568], [-4.65094, -0.01159, 4.07773], [-4.71499, 1.14442, 3.33284], [-5.53855, 2.13113, 3.72003], [-3.94735, 1.36060, 2.20350], [-4.08800, 2.58852, 1.64730], [-0.09538, 1.70089, -3.41594], [-0.21668, 0.00048, -2.89742], [1.23340, 0.94092, -2.49557], [-0.17089, 3.46070, -1.78794], [1.15279, 2.66419, -0.89872], [-0.34286, 3.08031, -0.05276], [-2.23112, 0.58184, -2.11144], [-2.14845, 2.35472, -2.28706], [-3.75742, 1.62162, -0.53451], [-2.46914, 2.62015, 0.12289], [-5.25348, -0.16569, 4.95879], [-3.46727, -3.29964, -0.05690], [-2.84380, -2.72394, -0.84181], [-2.24020, -2.14625, -1.64777], [-0.23137, -2.97977, 1.07926], [-0.45531, -4.10655, 1.08562], [0.11598, -1.86651, 1.15875], [2.98327, -4.10485, -1.68788], [1.74523, -3.61759, -2.07947], [1.31503, -2.36449, -1.66843], [2.11015, -1.55971, -0.83804], [3.35056, -2.07498, -0.43054], [3.77631, -3.32066, -0.85890], [1.63990, -0.32538, -0.40235], [2.54655, 0.68801, -0.08089], [3.62747, 0.98765, -0.92248], [4.47010, 2.05068, -0.64312], [4.26336, 2.84501, 0.47848], [3.20692, 2.54774, 1.32734], [2.36396, 1.47953, 1.05906], [3.31980, -5.08075, -2.01054], [1.10204, -4.21639, -2.71317], [0.34009, -2.00066, -1.97131], [3.97099, -1.49324, 0.23875], [4.73629, -3.69321, -0.52280], [3.79025, 0.38143, -1.80561], [5.29282, 2.26591, -1.31387], [4.92228, 3.67624, 0.69091], [3.04125, 3.14420, 2.21605], [1.55213, 1.23946, 1.73580]]}

| no. | largest force on an atom (eV/A) |
| --- | --- |
| 1 | 3.69 |
| 2 | 1.85 |
| 3 | 0.67 |
| 4 | 2.79 |
| 5 | 0.49 |
| 6 | 0.89 |